[1]
Here is a single CH3ClFP molecule from the OMol25 dataset. Energies are from ωB97M-V/def2-TZVPD.

Geometry (Å):
C1 -0.22407 0.82544 0.25479
P1 -0.06254 -1.07544 0.45331
F1 1.52819 -1.13462 0.23621
Cl1 -0.67412 -1.71370 -1.70557
H1 -1.15811 0.88244 -0.22889
H2 0.57631 1.01608 -0.37597
H3 0.01434 1.19980 1.36612

Cartesian forces (eV/Å) of the 2 atoms listed first:
0.898 -2.756 3.706
-0.019 0.470 -2.162

Properties
SMILES: CP(F)Cl
Energy above the lowest of the compared OMol25 structures with the same formula, charge and spin (kJ/mol): 88.6
HOMO level (eV): -10.0928

---

[2]
Here is a single CH3ClIN molecule from the OMol25 dataset. Energies are from ωB97M-V/def2-TZVPD.

Geometry (Å):
N1 0.85221 0.34613 -0.33915
C1 -0.12973 -0.31670 0.32780
Cl1 -0.18749 -2.00468 -0.02627
I1 -2.51304 0.63576 0.02255
H1 1.04638 0.03212 -1.34996
H2 0.79572 1.40208 -0.05944
H3 0.13596 -0.09471 1.42448

Cartesian forces (eV/Å) of the 2 atoms listed first:
-0.052 1.879 -1.766
0.513 0.628 2.253

Properties
SMILES: N[C@H](Cl)I
Energy above the lowest of the compared OMol25 structures with the same formula, charge and spin (kJ/mol): 38.0
HOMO level (eV): -9.0401

---

[3]
Here is 2 unconnected molecules or ions with the total composition CH3ClN2 from the OMol25 dataset. Energies are from ωB97M-V/def2-TZVPD.

Geometry (Å):
C1 1.11285 -0.38132 0.43300
N1 -0.05577 0.06569 0.39376
N2 -2.38585 0.31613 -0.41970
Cl1 2.61445 0.31395 -0.19188
H1 1.46234 -1.35054 1.07078
H2 -0.25971 1.04280 0.04604
H3 -2.48830 -0.00670 -1.33200

Cartesian forces (eV/Å) of the 2 atoms listed first:
0.505 -1.635 1.802
0.962 0.712 0.221

Properties
Energy above the lowest of the compared OMol25 structures with the same formula, charge and spin (kJ/mol): 598.1
HOMO level (spin up / spin down) (eV): -10.5079 / -10.3410